Computed, not measured: a cluster of 10 separate species, C11H35N9O20Si in total at a distorted geometry, with ωB97M-V/def2-TZVPD.

HOMO-LUMO gap (eV): 9.89
Energy (eV): -74184.9010
LUMO (eV): -0.305
HOMO energy (eV): -10.20
Structure (SMILES): C[N+](=O)[O-].C[N+](=O)[O-].C[N+](=O)[O-].C[N+](=O)[O-].C[N+](=O)[O-].C[N+](=O)[O-].C[N+](=O)[O-].C[N+](=O)[O-].C[N+](=O)[O-].C[SiH2]COO

Last column: Mulliken charge in e.
CARTESIAN COORDINATES (ANGSTROEM)
O1 4.23007 3.44419 0.54050  -0.508
N1 -4.15142 -7.71738 1.47485  0.910
H1 -5.49111 -7.50485 -0.11025  0.277
O2 0.44715 2.41096 2.37604  -0.563
H2 -6.12416 -7.03982 1.50071  0.285
H3 -4.97095 -5.96905 0.64668  0.183
N2 -3.31427 -3.60603 -0.63543  0.994
H4 -1.62050 -2.38724 -0.64636  -0.070
C1 5.49247 5.28577 1.13864  -0.627
N3 4.44401 4.61772 0.32857  0.934
H5 4.00010 -0.88799 -1.12477  0.224
C2 1.19936 3.66025 0.57967  -0.540
H6 -2.35416 1.48172 -2.55647  0.160
H7 5.23690 3.90323 6.45659  0.284
O3 5.07168 4.65310 3.98641  -0.500
H8 2.36342 1.87737 -1.82711  0.009
N4 -2.39413 3.34750 -3.48610  1.007
O4 -0.20638 -0.07952 -2.17351  -0.409
C3 -2.39806 -2.68281 -1.34526  -0.395
O5 -1.64741 3.78624 -4.32823  -0.567
H9 -1.24722 -3.93944 1.73159  0.014
O6 -3.05304 -3.84683 0.52212  -0.544
O7 -3.13915 -7.09253 1.69222  -0.555
H10 1.35648 1.91125 -3.28470  0.401
O8 0.34919 -2.10186 0.59396  -0.609
H11 0.71936 3.53813 -0.38800  0.092
H12 4.55550 0.64959 -1.88677  0.195
O9 0.62259 0.87709 -1.56727  -0.077
O10 -0.81785 3.98533 1.64315  -0.576
N5 0.19301 3.32610 1.62052  0.949
H13 2.04077 2.98839 0.67994  0.221
H14 4.34736 2.68049 5.49423  0.270
H15 -0.18238 -0.88499 -1.64478  0.257
H16 5.91390 4.56397 1.82177  0.181
H17 1.30207 0.29307 2.44974  0.346
C4 4.25891 -0.39459 -2.06931  -0.820
O11 -4.25176 -4.05137 -1.25219  -0.580
H18 -1.98732 2.87679 -1.49012  0.274
C5 -6.22700 1.16477 -4.51528  -0.702
C6 -5.27465 -6.99586 0.82479  -0.600
H19 -5.68852 2.06964 -4.78549  0.268
H20 -1.97838 -3.21703 -2.19371  0.332
H21 6.24838 5.65771 0.45129  0.293
N6 1.09065 -1.26625 1.07389  1.006
H22 5.01351 -0.95472 -2.63439  0.340
O12 -1.89317 -4.61048 4.57215  -0.563
N7 5.77520 3.78132 4.44501  0.889
O13 -3.57741 3.59020 -3.40281  -0.611
Si1 2.63078 -0.30808 -3.09437  0.527
O14 3.86398 5.28973 -0.49342  -0.557
H23 -2.98029 -1.82437 -1.67244  0.272
H24 1.50460 4.69085 0.73736  0.403
H25 -0.31082 0.13767 1.70431  0.277
H26 -0.77592 2.30437 -2.66699  -0.170
C7 0.53166 -0.39490 2.13354  -0.712
H27 -6.83868 0.81035 -5.34040  0.289
C8 -1.00442 -4.71825 2.44229  -0.289
C9 1.70602 1.25984 -2.46020  -0.290
N8 -5.21456 0.11880 -4.22055  0.895
O15 -4.45562 -0.17620 -5.11240  -0.524
H28 -6.82892 1.32337 -3.62756  0.298
O16 -0.37885 -3.18161 4.04317  -0.605
O17 6.81593 3.40390 3.96147  -0.536
O18 -4.32578 -8.88153 1.74234  -0.547
H29 5.01844 6.09919 1.67901  0.288
H30 6.04179 2.37741 5.98213  0.311
C10 -1.82904 2.42806 -2.46800  -0.083
H31 0.21528 -1.03410 2.95637  0.217
C11 5.31548 3.13030 5.69711  -0.719
O19 2.23893 -1.08889 0.74965  -0.538
H32 -1.70285 -5.54297 2.36594  0.236
H33 0.01873 -5.06299 2.31273  0.274
N9 -1.10368 -4.12520 3.79923  0.982
O20 -5.21137 -0.36638 -3.11075  -0.524
H34 2.87318 -0.30308 -4.54512  -0.208
H35 1.90433 -1.55653 -2.79118  -0.149